Record 1
Molecular formula: H14O7
Method: DFT, ωB97M-V/def2-TZVPD

Element x y z (Å)
O: -0.415 12.224 27.004
H: 0.183 12.748 27.520
H: -0.618 11.605 27.549
O: 2.018 11.122 29.938
H: 2.812 11.378 30.594
H: 1.698 11.904 29.315
O: 0.945 13.521 28.478
H: 1.361 14.038 27.852
H: 0.872 14.116 29.216
O: 4.631 15.139 27.855
H: 3.785 15.252 27.250
H: 5.321 15.537 27.435
O: 2.347 14.912 26.348
H: 2.443 15.572 25.643
H: 2.522 14.075 25.899
O: 4.030 14.263 30.459
H: 3.064 14.601 30.408
H: 4.166 14.617 29.710
O: 1.473 15.803 30.137
H: 1.514 16.566 29.643
H: 0.671 16.051 30.508

Cartesian forces (eV/Å) of the 2 atoms listed first:
O 0.98 4.94 -6.61
H -0.08 0.41 0.21

**E_LUMO**: -0.312 eV
**SMILES**: O.O.O.O.O.O.O
**Energy relative to the best compared isomer or geometry (same formula, charge and spin)**: 4.064 eV

Record 2
Molecular formula: C4H6INO
Method: DFT, ωB97M-V/def2-TZVPD

Element x y z (Å)
C: 0.163 -1.274 1.349
C: 2.689 0.456 0.452
C: -2.319 0.243 -0.278
C: -0.869 -0.111 -0.728
N: -0.096 -0.601 0.437
O: 2.334 0.966 -0.538
I: 4.230 -1.095 0.727
H: 2.489 0.734 1.516
H: -2.626 -0.473 0.526
H: -2.251 1.227 0.250
H: -2.845 0.276 -1.273
H: -0.215 0.680 -1.065
H: -0.685 -1.029 -1.374

Cartesian forces (eV/Å) of the 2 atoms listed first:
C 0.39 -0.01 0.40
C -0.23 -2.83 5.26

**E_LUMO (spin up / spin down)**: 0.352 / -3.599 eV
**2S+1**: 3
**Energy relative to the best compared isomer or geometry (same formula, charge and spin)**: 1.666 eV

Record 3
Molecular formula: C4H6O2S
Method: DFT, ωB97M-V/def2-TZVPD

Element x y z (Å)
C: -0.057 -0.086 -0.471
C: -0.352 1.228 -1.026
C: 0.887 -0.388 0.657
C: -0.577 -0.344 0.939
O: 0.272 1.558 -2.074
O: -1.280 -1.527 1.271
S: 0.914 0.527 -3.104
H: 0.001 -0.852 -1.238
H: -0.669 2.006 -0.364
H: 1.392 -1.380 0.538
H: 1.459 0.537 1.080
H: -0.866 0.509 1.500
H: -1.124 -1.788 2.292

Cartesian forces (eV/Å) of the 2 atoms listed first:
C -2.36 -0.60 -0.02
C 2.78 -0.83 1.22

**E_LUMO (spin up / spin down)**: -0.759 / -0.756 eV
**Energy relative to the best compared isomer or geometry (same formula, charge and spin)**: 4.460 eV

Record 4
Molecular formula: C53H73As3N4OV
Method: DFT, ωB97M-V/def2-TZVPD

Element x y z (Å)
V: 1.067 -0.959 0.737
C: 3.981 -0.045 3.844
C: 4.972 0.661 3.112
C: 4.790 0.876 1.777
C: 3.625 0.396 1.114
C: 2.634 -0.369 1.805
C: 2.872 -0.531 3.205
C: 3.303 0.696 -0.220
C: 4.090 1.536 -1.045
C: 3.732 1.826 -2.317
C: 2.531 1.245 -2.835
C: 2.143 1.442 -4.165
C: 0.998 0.868 -4.670
C: 0.201 0.107 -3.819
C: 0.546 -0.085 -2.497
C: 1.739 0.439 -1.976
N: 2.104 0.155 -0.665
H: 4.104 -0.196 4.912
H: 5.863 1.029 3.610
H: 5.547 1.428 1.229
H: 2.138 -1.061 3.801
H: 4.994 1.961 -0.629
H: 4.332 2.472 -2.948
H: 2.776 2.058 -4.797
H: 0.719 1.009 -5.709
H: -0.698 -0.348 -4.196
H: -0.102 -0.666 -1.846
C: -3.417 1.146 1.682
C: -2.918 -0.261 1.378
C: -3.312 -1.229 2.496
C: -3.394 -0.791 0.050
C: -4.727 -0.633 -0.291
C: -5.262 -1.203 -1.436
C: -4.420 -1.942 -2.243
C: -3.071 -2.123 -1.951
C: -2.254 -2.895 -2.978
C: -2.487 -4.410 -2.922
C: -2.576 -2.443 -4.410
C: -2.508 -1.556 -0.766
N: -1.197 -1.783 -0.348
C: -0.846 -3.109 -0.346
C: 0.389 -3.579 -0.076
N: 1.466 -2.730 0.257
C: 2.708 -3.402 0.454
C: 2.999 -3.894 1.755
C: 4.240 -4.441 2.034
C: 5.208 -4.563 1.049
C: 4.894 -4.171 -0.233
C: 3.657 -3.613 -0.572
C: 3.548 -3.284 -2.063
C: 4.332 -2.005 -2.369
C: 2.168 -3.254 -2.706
C: 1.948 -3.898 2.848
C: 1.162 -5.216 2.827
C: 2.523 -3.692 4.254
H: -2.967 1.514 2.609
H: -4.505 1.186 1.808
H: -3.141 1.832 0.878
H: -1.837 -0.239 1.338
H: -4.403 -1.294 2.583
H: -2.903 -0.909 3.456
H: -2.926 -2.227 2.282
H: -5.374 -0.068 0.372
H: -6.308 -1.074 -1.692
H: -4.823 -2.387 -3.148
H: -1.199 -2.701 -2.775
H: -3.536 -4.632 -3.145
H: -2.258 -4.827 -1.945
H: -1.868 -4.922 -3.664
H: -3.548 -2.825 -4.733
H: -1.827 -2.824 -5.108
H: -2.615 -1.358 -4.494
H: -1.611 -3.859 -0.542
H: 0.610 -4.636 -0.168
H: 4.455 -4.781 3.040
H: 6.186 -4.970 1.279
H: 5.628 -4.297 -1.025
H: 4.087 -4.109 -2.551
H: 4.010 -1.199 -1.718
H: 4.184 -1.691 -3.406
H: 5.402 -2.155 -2.198
H: 1.541 -2.470 -2.299
H: 1.643 -4.200 -2.569
H: 2.282 -3.072 -3.779
H: 1.248 -3.092 2.638
H: 1.846 -6.065 2.937
H: 0.605 -5.332 1.900
H: 0.449 -5.240 3.656
H: 2.904 -4.633 4.668
H: 1.739 -3.331 4.923
H: 3.334 -2.964 4.259
C: 1.799 2.994 1.654
As: 0.000 2.219 1.815
C: 0.029 2.161 3.778
C: -0.998 3.960 1.766
C: -1.302 4.730 0.460
C: 0.020 5.185 -0.176
C: -2.137 3.940 -0.569
As: -1.293 2.454 -1.595
C: -2.997 1.788 -2.313
C: -0.815 3.431 -3.244
C: -2.046 6.029 0.844
As: -3.947 6.216 1.360
C: -4.364 4.627 2.431
C: -4.901 5.667 -0.271
H: 1.800 4.034 1.989
H: 2.159 2.931 0.628
H: 2.470 2.405 2.278
H: 0.300 3.138 4.187
H: 0.775 1.423 4.073
H: -0.937 1.846 4.175
H: -0.413 4.620 2.417
H: -1.938 3.743 2.278
H: 0.650 4.334 -0.434
H: 0.584 5.817 0.515
H: -0.171 5.756 -1.088
H: -2.549 4.630 -1.314
H: -2.990 3.481 -0.060
H: -3.655 2.625 -2.563
H: -3.490 1.126 -1.594
H: -2.785 1.215 -3.216
H: -1.588 4.159 -3.507
H: -0.714 2.693 -4.050
H: 0.143 3.937 -3.127
H: -1.967 6.742 0.012
H: -1.514 6.497 1.679
H: -3.832 4.662 3.380
H: -4.123 3.698 1.919
H: -5.436 4.648 2.636
H: -4.491 6.197 -1.132
H: -5.947 5.956 -0.157
H: -4.841 4.597 -0.453
O: -0.635 -1.187 4.724
C: -0.293 -1.140 3.575
N: 0.023 -1.104 2.436

Cartesian forces (eV/Å) of the 2 atoms listed first:
V -0.65 0.48 -0.50
C -0.01 0.01 -0.02

**E_LUMO (spin up / spin down)**: 4.145 / 4.144 eV
**2S+1**: 2
**Charge**: -2

What did the third record say?
Molecular formula: C4H6O2S
Method: DFT, ωB97M-V/def2-TZVPD

Element x y z (Å)
C: -0.057 -0.086 -0.471
C: -0.352 1.228 -1.026
C: 0.887 -0.388 0.657
C: -0.577 -0.344 0.939
O: 0.272 1.558 -2.074
O: -1.280 -1.527 1.271
S: 0.914 0.527 -3.104
H: 0.001 -0.852 -1.238
H: -0.669 2.006 -0.364
H: 1.392 -1.380 0.538
H: 1.459 0.537 1.080
H: -0.866 0.509 1.500
H: -1.124 -1.788 2.292

Cartesian forces (eV/Å) of the 2 atoms listed first:
C -2.36 -0.60 -0.02
C 2.78 -0.83 1.22

**E_LUMO (spin up / spin down)**: -0.759 / -0.756 eV
**Energy relative to the best compared isomer or geometry (same formula, charge and spin)**: 4.460 eV